Record 1
The following is a DFT calculation (wB97M-V/def2-TZVPD) of a single C17H17F3N2O4 molecule.

```
43
C17H17F3N2O4 (wB97M-V/def2-TZVPD)
H -1.21 -3.93 -0.68
C 2.72 -0.14 1.51
C 4.94 -0.67 0.77
O 0.58 2.76 -0.20
H -2.23 -0.09 -1.46
C 3.06 -1.42 -0.50
C -1.04 3.91 -1.20
H 2.06 0.30 2.24
H 1.46 4.28 0.89
H -1.26 1.54 -2.64
O -1.71 -1.96 1.62
C 4.43 -1.35 -0.32
N -0.02 0.09 0.67
F -3.45 0.83 1.44
H 2.64 -1.96 -1.34
H 6.01 -0.61 0.91
C 0.67 4.04 0.20
H 0.11 0.78 -1.80
C -1.93 -1.37 0.60
H -4.15 -3.11 -0.80
H -2.53 -5.07 -0.98
C -2.21 -4.04 -1.09
C -0.30 4.80 -0.37
H -0.47 5.84 -0.24
O -2.70 -1.77 -0.39
N -1.82 0.64 -0.89
C -0.47 2.69 -1.06
H 5.09 -1.82 -1.03
H 0.41 0.95 0.98
C -0.81 1.37 -1.67
F -1.75 0.57 2.73
H -3.24 -3.43 0.71
C -2.12 0.94 1.50
C 4.09 -0.07 1.69
C 2.20 -0.81 0.41
O 0.23 -1.84 -0.45
C -3.16 -3.13 -0.34
C -1.44 0.10 0.39
F -1.83 2.24 1.41
H -2.19 -3.78 -2.14
H 4.49 0.44 2.54
C 0.74 -0.92 0.16
H -1.89 4.15 -1.80
```

## Properties
* energy: -1368.10915 hartree
* charge: 0
* molar mass: 370.327 g/mol
* lowest unoccupied orbital energy: 0.5 eV
* orbital gap: 9.322 eV
* structure (SMILES): CCOC(=O)[C@](NCc1ccco1)(NC(=O)c1ccccc1)C(F)(F)F



Record 2
The following is a DFT calculation (wB97M-V/def2-TZVPD) of a molecular structure, C17H28CaNO2P2Se.

```
52
C17H28CaNO2P2Se (wB97M-V/def2-TZVPD)
H 1.62 -1.36 5.71
H 2.60 2.27 -3.50
H -0.64 -0.99 6.68
H 0.28 -3.37 -1.40
C -0.34 -0.45 5.79
H 2.90 1.77 -0.68
C -3.64 -1.04 -0.26
C 2.96 -1.91 -1.40
C -2.20 0.70 -2.03
Se 1.18 2.31 2.28
H 3.62 0.44 1.58
C 1.37 0.13 4.18
C -0.76 1.87 -3.66
H -2.15 -1.32 -3.64
C 1.58 1.97 -3.26
O -0.44 -3.89 -1.79
C 1.39 1.26 -2.07
H -4.60 -0.85 -0.76
H 4.74 -0.38 0.41
P 2.40 -0.62 -0.25
H -2.98 0.95 -2.75
H 2.86 -2.87 -0.86
P -2.44 0.31 -0.32
C 0.49 2.30 -4.05
H -3.82 -1.19 0.82
H -2.25 0.56 5.58
H 0.64 2.89 -4.96
C -0.92 1.19 -2.41
C -1.23 0.46 5.19
H -2.61 2.66 0.37
C 0.94 -0.63 5.26
H -2.46 -2.54 -4.55
C 0.53 1.15 3.64
H -1.65 2.07 -4.25
H -4.24 2.01 0.05
H 2.31 -1.93 -2.29
H 3.44 0.69 -2.04
C -3.25 1.77 0.46
H -1.53 1.88 3.57
H 3.75 -1.35 1.55
C 3.78 -0.44 0.93
Ca 0.01 0.16 0.96
H -0.83 -3.33 -2.52
H -3.35 1.51 1.52
H 2.35 -0.05 3.72
O -1.97 -2.27 -3.74
H -3.17 -1.94 -0.68
H -0.27 -1.90 0.36
N 0.17 1.00 -1.57
C -0.82 1.22 4.10
H 4.01 -1.76 -1.71
C 2.65 0.88 -1.29
```

## Properties
* energy: -4631.29297 hartree
* relative energy (zero: lowest compared OMol25 entry of this formula, charge and spin): 55.8 kcal per mole
* charge: +1
* molar mass: 459.402 g/mol
* lowest unoccupied orbital energy (spin up / spin down): -5.8 / -5.1 eV
* orbital gap (spin up / spin down): 4.408 / 5.115 eV